[1]
11
Properties=species:S:1:pos:R:3 method="wB97M-V/def2-TZVPD" smiles="O=C(O)n1cncn1" lumo_ev=-0.6092 de_lowest_kcal_mol=128.5 e_tot_ha=-430.7161
O 1.7608 -1.5288 0.6817
C 1.4528 -0.3541 -0.0746
O 2.1483 0.8408 -0.5521
N 0.0520 -0.1188 -0.1366
C -0.6801 0.9700 0.2638
N -2.0085 0.5919 0.3573
C -1.8955 -0.7603 -0.1862
N -0.7362 -1.3095 -0.6519
H 3.0598 0.9537 -0.0454
H -0.2670 1.9956 0.8317
H -2.8864 -1.2805 -0.4878

=====

[2]
11
Properties=species:S:1:pos:R:3 method="wB97M-V/def2-TZVPD" smiles="NC(=S)CCl.F" lumo_ev=0.4756 de_lowest_kcal_mol=0.0 e_tot_ha=-1092.2171
N -0.8113 0.5037 1.0920
C -0.8316 0.5081 -0.2389
S -2.2047 0.5310 -1.1543
C 0.5056 0.4903 -0.9573
Cl 1.9583 0.4658 0.0908
H -1.6899 0.5153 1.5894
H 0.0566 0.4901 1.6095
H 0.5468 -0.3935 -1.5938
H 0.5723 1.3767 -1.5883
F 0.7456 -2.6541 0.6468
H 1.1521 -1.8335 0.5039

=====

[3]
115
Properties=species:S:1:pos:R:3 method="wB97M-V/def2-TZVPD" lumo_ev=-0.4589 de_lowest_kcal_mol=147.6 e_tot_ha=-2684.6473
O -0.4748 3.0456 3.3808
H -0.5108 3.9936 3.5378
H 0.2722 2.7436 3.8338
O 3.2692 1.2866 0.2968
H 3.6102 1.2366 1.1728
H 2.3622 1.2256 0.4898
O -2.7398 -2.6024 -2.5012
H -3.0278 -1.7044 -2.2822
H -3.3198 -2.8504 -3.2042
O 2.0292 -1.1084 -3.5162
H 1.6052 -1.6964 -2.9232
H 2.6162 -1.6944 -4.0672
O -2.4158 -2.0864 0.4058
H -3.1408 -1.5284 0.1738
H -2.6688 -2.9654 0.1458
C 4.4402 -3.2414 1.3768
C 4.2232 -2.3024 0.2218
O 3.2102 -2.8034 -0.6092
O 5.1682 -2.6774 2.4558
H 4.9262 -4.0714 0.9948
H 3.5012 -3.5334 1.7208
H 5.1402 -2.2844 -0.2752
H 3.8542 -1.3294 0.4848
H 3.0682 -2.1654 -1.3232
H 4.9272 -2.9734 3.3258
C -1.6448 2.9586 -0.7402
C -2.1648 3.8616 0.3278
O -3.1298 3.2156 1.0208
O -0.3628 3.2786 -1.1682
H -2.3418 3.0616 -1.6142
H -1.6128 1.8896 -0.4622
H -2.5608 4.7986 -0.1342
H -1.4608 3.9856 1.0678
H -3.3278 3.7246 1.8728
H -0.3968 3.7636 -1.9692
C -3.4568 0.1946 2.9588
C -4.8168 1.0216 3.1258
O -5.9608 0.1086 3.3048
O -2.3938 0.9276 2.3348
H -3.6268 -0.6304 2.2568
H -3.0668 -0.2214 3.8308
H -4.9938 1.6576 2.3028
H -4.8638 1.6786 4.0058
H -6.5178 0.0516 2.4848
H -2.8128 1.3206 1.5768
C -0.1468 -3.8284 2.5748
C 0.4612 -4.4604 3.7698
O 1.7682 -4.3214 3.7248
O -1.4888 -3.6344 2.8488
H 0.0552 -4.4994 1.6588
H 0.3092 -2.8964 2.1418
H 0.1232 -5.4734 3.9338
H 0.0052 -3.9534 4.6138
H 2.1822 -5.1204 3.4958
H -1.6958 -2.9414 2.2398
C -2.4068 0.5896 -3.8942
C -1.5068 -0.4504 -4.3202
O -0.8798 -0.1054 -5.5902
O -3.0578 0.2796 -2.6392
H -3.1458 0.7346 -4.6572
H -1.8228 1.4536 -3.6322
H -2.1548 -1.3414 -4.5912
H -0.6358 -0.5834 -3.6632
H -1.5608 -0.1504 -6.2542
H -3.5208 1.1236 -2.4632
C 0.5392 -5.2724 -2.7542
C -0.7938 -5.1654 -1.8602
O -1.4018 -6.3464 -1.4622
O 1.1182 -3.9824 -2.8522
H 0.2072 -5.5584 -3.7422
H 1.2272 -5.9774 -2.4772
H -1.5778 -4.6954 -2.4292
H -0.5918 -4.4954 -1.0172
H -1.8228 -6.2374 -0.6372
H 0.4152 -3.3584 -2.6112
C 1.2402 6.5276 -0.5772
C 0.9922 5.7466 0.6868
O 1.4672 4.4436 0.3568
O 0.7872 7.8606 -0.4432
H 0.6862 6.0936 -1.3752
H 2.2372 6.5096 -1.0172
H -0.0208 5.6666 1.0768
H 1.6752 6.0456 1.5638
H 0.7852 3.9006 -0.0002
H 1.2752 8.5746 -0.8972
C -0.0598 -0.5264 3.8998
C 1.4762 -0.5524 4.0018
O 2.1102 -1.4104 2.9558
O -0.4478 0.5576 4.7148
H -0.5498 -1.5064 4.0888
H -0.2848 -0.2384 2.8708
H 1.8992 -0.9164 4.9408
H 1.8852 0.3986 3.8148
H 1.9822 -2.3314 2.9418
H -0.7508 1.3146 4.1818
C 2.4682 3.4206 -3.7662
C 2.3482 2.4736 -2.5752
O 3.4822 1.5956 -2.6632
O 1.6412 4.5066 -3.5562
H 2.2552 2.9106 -4.7542
H 3.5072 3.6866 -3.9342
H 1.3792 1.9646 -2.5352
H 2.5562 2.9636 -1.5862
H 3.3902 0.8886 -2.0372
H 0.7612 4.2856 -3.8322
C 0.2172 -0.4184 -1.1492
C 0.2362 -0.1474 0.3308
O 0.6252 1.1636 0.6318
O 0.1442 -1.8664 -1.4702
H 1.1342 -0.0054 -1.5502
H -0.6598 0.0856 -1.6452
H 0.8542 -0.8784 0.7778
H -0.6578 -0.1424 0.7168
H 0.0982 1.5866 1.3308
H -0.7778 -2.1264 -1.6702

=====

[4]
17
Properties=species:S:1:pos:R:3 method="wB97M-V/def2-TZVPD" lumo_ev=0.9161 de_lowest_kcal_mol=61.2 e_tot_ha=-309.7449
C 0.3461 -0.6056 0.9525
C -1.2592 0.2538 1.0212
C 0.2898 -1.7340 -0.0267
C 0.6217 0.8147 0.6106
C 0.9232 1.0650 -0.8552
C 0.0580 1.0795 -1.8588
O 1.1162 1.6131 1.4310
H 0.7666 -0.8611 1.9289
H 1.9535 1.3631 -1.0045
H -1.7651 0.0033 0.0916
H -1.7274 -0.3007 1.8320
H -1.5335 1.2747 1.2752
H -0.2112 -1.4725 -0.9550
H -0.2723 -2.5615 0.4157
H 1.2979 -2.0859 -0.2536
H 0.3674 1.3806 -2.8501
H -0.9717 0.7735 -1.7548

=====

[5]
67
Properties=species:S:1:pos:R:3 method="wB97M-V/def2-TZVPD" charge=-1 lumo_ev=2.5996 e_tot_ha=-1833.0268
C 2.2716 -3.2710 1.3081
C 0.9314 -3.9795 1.5044
C -0.2586 -3.0753 1.4065
O -1.4029 -3.4255 1.2181
H 2.2220 -2.2002 1.5442
H 2.6110 -3.3755 0.2707
H 0.8570 -4.5171 2.4675
H 0.7974 -4.7275 0.7096
H -0.0560 -1.9887 1.4952
O -4.2311 1.3899 -1.0779
P -4.8580 0.2082 -0.4473
N -6.1167 -0.2139 -1.5312
C -7.2077 -1.1116 -1.2066
C -5.7011 -0.3905 -2.9185
N -5.5170 0.8906 0.9854
C -6.8712 0.6248 1.4210
C -5.1691 2.2803 1.2478
N -4.5982 -1.3196 0.2580
C -3.9032 -1.3219 1.5679
C -3.7532 -2.1782 -0.6217
H -6.8996 -2.1627 -1.1149
H -7.9542 -1.0554 -2.0031
H -7.7197 -0.8269 -0.2955
H -5.2215 -1.3608 -3.1044
H -5.0026 0.3935 -3.2057
H -6.5676 -0.3191 -3.5803
H -7.6248 1.0708 0.7563
H -7.0217 1.0378 2.4222
H -7.0552 -0.4462 1.5140
H -5.7514 2.9836 0.6375
H -4.1159 2.4635 1.0607
H -5.3583 2.5012 2.3021
H -2.9461 -0.7981 1.5181
H -3.7051 -2.3481 1.8692
H -4.5035 -0.8716 2.3529
H -2.7818 -1.7185 -0.8144
H -4.2427 -2.3694 -1.5783
H -3.5750 -3.1415 -0.1529
O 4.2868 -0.5342 0.6239
P 4.8290 0.7530 0.1734
N 3.7005 1.3086 -0.9828
C 3.9413 2.3843 -1.9224
C 2.3152 1.3248 -0.5158
N 6.2764 0.2747 -0.6163
C 6.6633 0.7731 -1.9184
C 6.6107 -1.1434 -0.4968
N 5.4742 2.2753 0.6693
C 6.8052 2.2265 1.3052
C 4.5683 2.9346 1.6402
H 3.9787 3.3802 -1.4544
H 3.1287 2.3961 -2.6524
H 4.8524 2.2428 -2.4912
H 2.0856 2.1926 0.1202
H 2.0974 0.4174 0.0473
H 1.6343 1.3518 -1.3681
H 6.0031 0.4163 -2.7205
H 7.6798 0.4416 -2.1495
H 6.6983 1.8640 -1.9345
H 6.0168 -1.7725 -1.1688
H 6.4561 -1.5010 0.5159
H 7.6696 -1.2783 -0.7382
H 6.8427 1.5442 2.1602
H 7.0594 3.2304 1.6520
H 7.5714 1.9313 0.5966
H 4.3980 2.3255 2.5337
H 3.6032 3.1488 1.1816
H 4.9923 3.8886 1.9525

=====

[6]
191
Properties=species:S:1:pos:R:3 method="wB97M-V/def2-TZVPD" lumo_ev=0.3506 de_lowest_kcal_mol=47.2 e_tot_ha=-3188.7734
C -3.4656 1.1322 -6.7170
C -3.6517 1.7340 -5.2759
C -2.5511 1.3120 -4.4088
O -3.7006 3.1725 -5.3482
H -3.3885 0.0519 -6.6304
H -2.5556 1.6363 -7.1813
H -4.3460 1.3587 -7.3146
H -4.6028 1.3128 -4.8635
H -2.4898 0.2396 -4.5144
H -2.7130 1.4058 -3.3314
H -1.6195 1.7893 -4.6961
H -4.5680 3.5546 -5.1499
C 1.0593 3.9979 -4.2375
C 1.0884 5.2200 -3.3621
C 0.5174 6.5060 -4.0389
O 0.3374 5.0686 -2.1827
H 1.7252 4.1964 -5.0333
H 0.1277 3.6905 -4.6352
H 1.4338 3.2150 -3.5831
H 2.1017 5.3299 -3.0240
H 0.3890 7.3299 -3.2626
H -0.4390 6.4382 -4.5332
H 1.1455 6.8553 -4.8382
H -0.4713 4.5757 -2.3470
C -5.9192 1.0347 -0.2376
C -4.6248 0.7713 0.5901
C -3.6515 1.8660 0.2772
O -4.7776 0.8750 2.0381
H -6.6080 0.2058 0.0138
H -5.7573 1.0990 -1.2945
H -6.4437 1.9122 0.0909
H -4.2657 -0.2289 0.2816
H -3.0710 2.0055 1.1435
H -4.1919 2.8143 0.1182
H -3.0345 1.6489 -0.5764
H -5.3389 0.1328 2.4000
C 4.3600 1.0507 -3.8641
C 4.9465 -0.3536 -3.6492
C 5.9599 -0.2883 -2.5705
O 3.8253 -1.1472 -3.2626
H 3.9543 1.3890 -2.9397
H 3.5627 0.9860 -4.5716
H 5.1898 1.6642 -4.1161
H 5.3451 -0.7521 -4.5982
H 6.3660 -1.1966 -2.2725
H 5.5035 0.1929 -1.7250
H 6.8457 0.4293 -2.8147
H 3.9455 -2.1137 -3.4023
C -4.1655 4.8507 -1.9938
C -2.6274 5.0387 -1.9526
C -2.1926 5.1213 -0.4244
O -2.0363 3.8841 -2.6032
H -4.6838 5.4805 -1.2225
H -4.3686 3.7868 -1.8697
H -4.5279 5.1549 -2.9832
H -2.2015 5.9363 -2.4632
H -2.3844 4.0951 -0.0298
H -2.7470 5.8703 0.1195
H -1.1395 5.2795 -0.1848
H -2.5026 3.7309 -3.4593
C 0.8644 0.4341 -1.8055
C -0.1447 0.8811 -0.7753
C -1.1573 -0.2951 -0.5411
O 0.4638 1.2199 0.4507
H 1.3305 -0.4923 -1.6777
H 1.7624 1.1125 -1.8227
H 0.4817 0.4213 -2.8578
H -0.7717 1.7441 -1.1857
H -0.6125 -1.1264 -0.0417
H -1.6411 -0.6155 -1.5109
H -1.9037 0.0243 0.1128
H 0.8298 2.1282 0.3789
C 3.8432 -3.4927 -6.1643
C 3.7985 -5.0269 -6.0137
C 2.8040 -5.4226 -4.9496
O 2.9660 -4.5566 -3.7617
C 1.9497 -4.5884 -2.8408
N 3.4754 -5.6682 -7.3104
H 2.7496 -3.1206 -6.2294
H 4.4222 -3.3427 -7.0609
H 4.2326 -3.0578 -5.2620
H 4.7992 -5.3191 -5.7210
H 2.9328 -6.4729 -4.6342
H 1.8289 -5.2738 -5.3247
H 0.9957 -4.1991 -3.1901
H 2.1639 -3.9116 -2.0176
H 1.8184 -5.5652 -2.3778
H 2.5226 -5.2657 -7.4746
H 4.0914 -5.3540 -8.0172
C 4.1957 1.4380 4.3084
C 2.7228 1.2771 4.4344
C 1.9764 1.8734 3.2161
O 1.8577 3.2658 3.2138
C 0.8223 3.7749 3.9483
N 2.3358 -0.1000 4.5450
H 4.3131 2.4920 4.1002
H 4.5390 0.9665 3.3974
H 4.7027 1.0990 5.2361
H 2.4117 1.8365 5.3672
H 1.0207 1.3711 3.2910
H 2.3987 1.5241 2.2747
H -0.1519 3.8818 3.4217
H 1.1944 4.7958 4.2644
H 0.6895 3.2158 4.8854
H 2.8146 -0.5606 3.8208
H 1.3668 -0.1825 4.2375
C -2.2628 -4.4829 0.1903
C -0.7569 -4.4409 0.3032
C -0.3838 -4.6257 1.7737
O -0.4943 -3.3182 2.2841
C -0.2824 -3.3131 3.6700
N -0.1381 -5.4640 -0.5374
H -2.5493 -4.0938 -0.7746
H -2.8506 -3.9432 0.8680
H -2.5791 -5.4981 0.1395
H -0.3360 -3.4293 0.0351
H 0.6334 -4.9908 1.9099
H -1.0820 -5.3182 2.2946
H 0.6463 -3.8270 3.8398
H -1.0800 -3.8416 4.2367
H -0.2740 -2.1967 3.8643
H -0.2386 -5.2681 -1.5836
H 0.8852 -5.5138 -0.2897
C -3.4942 1.1578 6.5837
C -2.7626 0.2322 5.6510
C -1.5732 0.9725 5.0976
O -0.7096 0.2160 4.2553
C -1.4002 -0.2050 3.0375
N -2.5094 -1.0668 6.4190
H -4.5235 0.7639 6.8465
H -3.5588 2.1527 6.1114
H -2.8945 1.3318 7.4496
H -3.5420 -0.0502 4.8968
H -0.9738 1.3315 5.9043
H -1.9158 1.8832 4.5420
H -1.6544 0.7026 2.4759
H -2.3166 -0.6152 3.2229
H -0.7728 -0.8525 2.3901
H -1.6761 -1.5966 6.1181
H -2.2624 -0.8504 7.3339
C 3.5921 5.1868 -0.4610
C 3.0426 3.7738 -0.4676
C 3.9843 2.7555 0.1755
O 5.1903 2.6411 -0.4942
C 6.1015 1.8622 0.2131
N 1.7517 3.6326 0.2460
H 3.7848 5.5053 0.5599
H 2.9503 5.9350 -0.8893
H 4.5364 5.1501 -1.0296
H 2.8027 3.4669 -1.4847
H 3.5019 1.8050 0.0747
H 4.0621 3.1408 1.1706
H 5.5819 1.0000 0.6595
H 6.6286 2.2468 1.0324
H 6.8359 1.5164 -0.4848
H 1.8237 3.8574 1.2225
H 1.1884 4.2621 -0.1890
C -5.3365 -3.7908 3.0198
C -5.0079 -2.8837 4.1936
C -6.2671 -2.2100 4.7816
O -6.6997 -1.1712 3.8454
C -7.8576 -1.4095 3.0900
N -4.2600 -3.5528 5.3273
H -4.4278 -4.0569 2.4654
H -6.0121 -3.2811 2.3304
H -5.7779 -4.7631 3.3156
H -4.3277 -2.0468 3.8678
H -5.9554 -1.7408 5.7075
H -7.0789 -2.9222 4.9539
H -7.8573 -0.6505 2.2768
H -8.8309 -1.3013 3.6362
H -7.8402 -2.3551 2.6046
H -4.9749 -3.9624 5.9055
H -3.7403 -2.8530 5.8916
C 4.6790 -1.7836 1.2556
C 3.2530 -2.2691 0.7827
C 3.0474 -3.7321 1.1441
O 3.9245 -4.5950 0.3523
C 4.0882 -5.8589 0.9517
N 2.2113 -1.5192 1.4591
H 5.4836 -2.2095 0.6448
H 5.0043 -2.0307 2.2563
H 4.7644 -0.7165 1.0458
H 3.2594 -2.1347 -0.2921
H 2.0192 -4.1108 1.0811
H 3.2181 -3.8047 2.2407
H 4.6528 -6.4315 0.2589
H 3.0292 -6.2742 1.0219
H 4.5701 -5.8164 1.9283
H 2.1262 -0.6109 1.0541
H 1.2334 -1.9476 1.3697

=====

[7]
72
Properties=species:S:1:pos:R:3 method="wB97M-V/def2-TZVPD" charge=+3 lumo_ev="-10.0275 / -10.1945" e_tot_ha=-2624.7317
Ru 0.7749 0.9612 -2.6388
F -4.6952 -1.6925 0.3473
C -3.5078 -1.4419 0.9116
C -2.5326 -0.9130 0.1292
C -1.2842 -0.5829 0.6846
C -0.2688 0.0482 -0.1037
O -0.5383 0.3128 -1.3390
C 0.9486 0.3736 0.5219
C 1.0975 0.0685 1.8670
N 0.1633 -0.5135 2.6040
C 0.4162 -0.7439 4.0243
C 0.6001 -2.1525 4.5097
C 1.7684 -1.2153 4.4586
C -1.0736 -0.8426 2.0484
C -2.0855 -1.3997 2.8358
C -3.3397 -1.6964 2.3049
N -4.3683 -2.1928 3.0785
C -5.5696 -2.8275 2.5173
C -6.3850 -3.4944 3.6167
N -5.4799 -4.2535 4.5474
C -4.4583 -3.3504 5.2316
C -4.4174 -2.0049 4.5184
C 2.0963 1.0968 -0.0888
O 3.1287 1.2852 0.4859
O 1.9498 1.6240 -1.3402
H -2.7439 -0.7117 -0.9114
H 2.0151 0.3396 2.3716
H -0.1069 -0.0318 4.6498
H 0.5703 -2.9356 3.7636
H 0.1852 -2.4118 5.4735
H 2.5215 -1.4049 3.7068
H 2.1468 -0.8051 5.3831
H -1.8683 -1.6037 3.8704
H -5.2769 -3.5748 1.7784
H -6.2326 -2.1178 2.0208
H -7.0952 -4.1992 3.1893
H -6.9360 -2.7870 4.2318
H -4.9977 -4.9854 4.0233
H -6.0414 -4.7363 5.2512
H -3.5028 -3.8671 5.1758
H -4.7514 -3.2521 6.2746
H -3.5566 -1.4490 4.8744
H -5.2868 -1.3995 4.7875
I 1.1150 8.1078 -7.6435
C 1.0475 6.4003 -6.4851
C 1.9489 5.3562 -6.7174
C 1.9090 4.2345 -5.9430
C 0.9567 4.1276 -4.9172
C 0.0438 5.1681 -4.6937
C 0.0956 6.2924 -5.4676
C 0.9071 2.9517 -4.1015
O -0.0472 2.7146 -3.2574
O 1.7908 2.0119 -4.1340
H 2.6812 5.4254 -7.5101
H 2.6063 3.4309 -6.1378
H -0.7012 5.0934 -3.9134
H -0.6086 7.0921 -5.2853
S 1.8210 -0.9611 -2.9589
C 3.5415 -0.4956 -2.8667
N 4.0249 0.4639 -3.6103
C 5.4354 0.8793 -3.5367
C 5.9695 0.5730 -2.1485
C 5.7206 -0.8865 -1.8092
N 4.2938 -1.1870 -2.0346
H 3.3821 0.9905 -4.1887
H 5.4726 1.9439 -3.7557
H 5.9921 0.3499 -4.3117
H 5.4715 1.2069 -1.4117
H 7.0367 0.7807 -2.1100
H 5.9279 -1.0863 -0.7601
H 6.3238 -1.5609 -2.4178
H 3.8594 -1.9369 -1.5196

=====

[8]
9
Properties=species:S:1:pos:R:3 method="wB97M-V/def2-TZVPD" smiles=F[C@@H]1C[C@@H]1F lumo_ev=1.1226 de_lowest_kcal_mol=50.0 e_tot_ha=-316.3361
F -0.7369 -1.1571 -0.1893
C -0.7857 -0.0139 0.6103
C -0.6299 1.1031 -0.4838
C 0.6126 0.5292 0.3637
F 1.4824 -0.3764 -0.1865
H -1.3379 0.0093 1.4273
H -1.0307 0.5259 -1.4769
H -0.6447 2.2234 -0.4438
H 1.1210 1.3327 0.9342

=====

[9]
7
Properties=species:S:1:pos:R:3 method="wB97M-V/def2-TZVPD" charge=-1 lumo_ev=2.4438 de_lowest_kcal_mol=22.3 e_tot_ha=-1479.8680
C 0.4351 0.9474 -0.2867
O -1.4829 -1.9161 -0.6404
O -1.5593 -1.2031 1.6896
S -0.7461 -1.4959 0.5277
I 1.8738 -0.6369 -0.9020
I 1.4388 1.9415 1.4937
I 0.0406 2.3632 -1.8819